Molecular formula: C27H58NP3Tc
Method: DFT, ωB97M-V/def2-TZVPD

Structure (XYZ):
```
90
Properties=species:S:1:pos:R:3:forces:R:3:mulliken_charge:R:1
Tc 1.53339 0.81139 0.79838 -4.55 -2.79 0.35 0.154
P 3.44728 1.58220 0.14882 3.44 1.66 -1.23 1.242
P 0.21409 3.16222 -0.25964 0.18 3.35 0.09 1.594
P -0.26100 -2.20532 1.22547 0.69 0.29 -0.57 0.620
N 0.50215 -0.73541 1.00929 -1.11 -0.09 0.56 -0.436
C 1.71622 -3.99972 0.39712 0.31 -0.19 -0.17 -1.818
C -0.89894 2.57147 -4.73533 -0.39 0.00 0.42 -0.682
C -3.09240 3.08758 -2.60973 1.32 1.10 0.00 0.109
C 2.92867 3.06838 -0.84709 1.18 -0.94 0.22 -0.310
C -3.38733 2.57628 -3.93065 -0.09 -0.10 -0.12 -0.413
C 3.00710 -0.53143 1.48270 0.75 -0.59 -0.31 -0.774
C -2.07985 -1.85563 0.95684 -0.20 -0.41 0.26 2.001
C 4.88435 0.91036 -0.76515 -0.76 -0.41 0.31 -1.407
C -1.85183 1.60608 -1.59786 0.33 -0.26 -1.03 0.786
C 1.96859 3.75189 0.11200 -1.17 0.21 1.15 -1.587
C -0.49004 -4.50176 3.00430 -0.15 -0.19 0.05 -1.710
C -2.34386 -1.68073 -0.54020 -0.16 0.37 -0.21 -1.665
C -3.28695 2.01080 -1.42317 -0.93 -1.35 -0.30 -1.112
C 0.38406 -3.40816 -0.07699 -0.67 -0.47 0.30 1.837
C -2.36408 1.98456 -4.80564 1.03 0.22 -0.79 -0.807
C 0.65928 -2.66375 -1.38023 0.22 0.13 -0.36 -1.582
C -1.59729 2.91072 -2.44789 -1.96 -2.93 4.23 0.856
C -0.55816 2.88750 -3.32140 3.62 0.58 -3.04 -0.993
C -0.05043 4.90797 -1.03946 0.51 -0.26 -0.63 -1.984
C 1.32855 -2.89619 3.46269 0.26 -0.13 0.00 -1.914
C -2.40908 -0.54978 1.69329 -0.36 0.06 -0.02 -1.732
C 4.29854 2.31543 1.63122 -0.13 -0.28 -0.64 -1.380
C -0.97152 -2.23775 3.95179 -0.01 0.01 0.23 -1.931
C -3.03199 -2.97468 1.43969 -0.34 -0.12 0.01 -1.771
C -0.10281 -2.99455 2.93600 -0.12 -0.42 0.18 2.022
C -1.05870 3.78325 0.97221 0.57 0.08 0.95 -1.098
C -0.54255 -4.62021 -0.39284 0.10 -0.25 -0.11 -1.628
H 2.45433 2.69880 -1.78039 0.19 0.26 0.51 0.026
H 2.43615 -1.06829 2.21894 0.32 -0.11 0.26 -0.460
H -1.30987 1.47793 -0.66074 -0.04 -0.14 -0.30 -0.592
H -0.12921 1.90064 -5.14056 -0.67 -0.18 -0.20 0.370
H 4.01624 3.35959 1.76925 0.29 -0.12 0.07 0.432
H -3.49130 4.07127 -2.34046 -0.66 -0.06 -0.44 0.482
H 1.28068 -3.32472 -1.99902 -0.14 0.18 0.04 0.559
H 0.52170 2.87666 -3.09046 -0.90 0.55 0.21 0.101
H -3.40021 2.48584 -0.44212 -0.72 0.13 -0.62 0.212
H -0.69532 -2.59592 4.95381 -0.03 0.12 -0.23 0.569
H 0.20878 -5.15834 2.45762 -0.43 0.37 0.22 0.336
H 1.59619 -4.77363 1.16518 0.10 0.39 -0.16 0.330
H -1.72979 0.64928 -2.16888 0.12 0.80 0.14 0.226
H -2.83779 -3.95090 0.95630 -0.08 0.51 0.31 0.299
H 3.99379 -0.29791 1.91355 -0.33 0.19 -0.32 0.488
H 1.40160 0.66844 -0.78840 0.47 0.00 -0.03 0.265
H 2.05620 -3.37596 2.79754 -0.12 0.27 0.33 0.353
H -0.83353 3.48303 -5.34711 -0.15 0.00 0.07 0.363
H 0.00698 -5.21784 -1.14276 -0.23 0.16 0.26 0.519
H -0.41109 -4.79862 4.07140 -0.06 0.22 -0.54 0.526
H -0.24210 -2.44307 -1.95738 0.13 0.05 0.16 0.276
H -2.18173 0.91262 -4.52914 -0.75 0.34 0.03 0.289
H -4.04858 -2.65497 1.13551 0.41 -0.22 0.14 0.519
H -3.97649 1.15167 -1.60305 0.03 1.09 0.32 0.382
H 0.71604 5.13718 -1.76793 0.07 -0.05 -0.43 0.443
H -1.02444 5.03196 -1.48173 -0.40 0.10 -0.20 0.398
H -1.51069 -4.37246 -0.85646 0.43 0.01 0.29 0.304
H 2.01840 3.44264 1.17997 0.91 0.31 -0.29 0.628
H -2.04482 -2.42361 3.83893 0.42 0.19 0.09 0.278
H -1.52706 -4.71906 2.69439 0.56 0.12 0.05 0.235
H -0.81483 3.40408 1.97075 -0.53 -0.04 -0.04 0.392
H 2.03767 4.83897 0.06726 0.01 -0.13 0.30 0.590
H -4.41917 2.61566 -4.28622 0.02 -0.25 0.03 0.440
H -3.37761 -0.17264 1.33785 0.12 -0.08 0.01 0.439
H 5.69624 1.63327 -0.59936 -0.20 -0.34 -0.38 0.467
H -2.66690 2.02092 -5.85839 -0.41 -0.42 0.29 0.524
H -0.75938 -1.16588 3.90763 -0.12 -0.08 0.13 0.374
H -1.75093 -0.84882 -0.93587 0.00 -0.38 0.02 -0.127
H -2.07456 3.49133 0.65450 0.54 -0.23 0.23 0.101
H -3.06456 -3.09425 2.53576 0.06 -0.06 -0.71 0.308
H 1.35318 -3.42725 4.42732 0.08 0.23 -0.27 0.598
H 4.59858 0.80309 -1.82172 0.38 -0.05 0.31 0.379
H 3.99274 1.71228 2.48369 0.16 0.29 0.19 0.351
H 2.14923 -4.49893 -0.48018 0.06 0.06 0.25 0.641
H -0.72081 -5.29018 0.46538 0.07 0.43 -0.33 0.258
H -3.40955 -1.42417 -0.66837 0.29 -0.07 0.06 0.684
H 3.11492 -1.18458 0.60285 0.32 0.00 0.52 0.162
H 2.42412 -3.23058 0.72720 -0.11 -0.22 -0.04 0.176
H 1.59399 -1.85230 3.63950 0.09 -0.17 0.09 0.361
H 3.86344 3.59943 -1.12173 -0.77 0.28 0.22 0.555
H -1.06767 4.89052 0.99748 -0.01 -0.84 0.31 0.461
H 5.14074 -0.06364 -0.31706 0.10 0.36 -0.38 0.412
H 5.37124 2.18655 1.45808 -0.12 0.29 0.34 0.472
H -2.49509 -0.67973 2.77824 0.04 0.09 -0.43 0.327
H 0.05293 5.64509 -0.22281 0.08 -0.55 -0.42 0.663
H -1.63084 0.17846 1.47752 -0.11 0.23 0.10 0.198
H 1.21454 -1.73851 -1.20381 -0.08 -0.09 -0.09 0.039
H -2.15817 -2.59339 -1.11980 -0.06 0.42 0.20 0.112
```
Forces are in eV/Å.

Its total charge is +2. The value obtained for the total energy is -60469.347 eV. The multiplicity is 4. The calculation puts the HOMO-LUMO gap (spin up / spin down) at 3.80 / 4.60 eV.

=====

Molecular formula: C7H11NO2
Method: DFT, ωB97M-V/def2-TZVPD

Structure (XYZ):
```
21
Properties=species:S:1:pos:R:3:forces:R:3:mulliken_charge:R:1
O 3.39477 -0.74005 1.01165 -0.08 -1.45 0.27 -0.529
O 1.99059 -2.48542 1.00264 1.46 1.27 0.12 -0.549
N 2.35401 -1.32537 0.85545 -3.73 2.08 -1.36 0.859
C -0.07632 1.15709 -0.59409 0.11 -0.48 0.06 0.084
C -1.16740 -0.69342 1.02040 -0.84 4.75 0.57 -1.487
C -0.36601 -0.31666 -0.18891 1.93 -2.59 -0.20 1.311
C -1.06786 2.09194 0.01459 1.18 -0.06 0.51 -1.294
C -0.48121 -1.38916 -1.29474 -2.84 4.16 -2.54 -1.543
C 1.09336 -0.21802 0.27426 2.57 -1.86 0.44 -0.400
C 1.35182 1.01860 -0.07484 -0.50 0.27 -0.35 -0.658
H -0.77844 3.11373 -0.25793 -1.02 -0.06 -0.43 0.415
H -0.24419 -2.25620 -0.84733 0.60 -3.39 1.22 0.438
H 0.27385 -1.13256 -2.05521 -0.48 -0.36 -0.08 0.406
H 2.19091 1.67006 -0.19635 0.37 0.11 0.35 0.449
H -0.82872 2.07195 1.09533 -1.09 -0.14 -0.27 0.275
H -0.97023 -1.65169 1.36679 0.20 -1.75 0.48 0.426
H -2.23278 -0.42949 0.90451 0.19 -0.68 0.04 0.351
H -2.00554 1.59747 -0.33504 0.04 1.57 0.78 0.323
H -1.60169 -1.42450 -1.79417 2.87 0.05 1.26 0.276
H -0.78155 0.08596 1.75407 -0.77 -1.36 -0.07 0.356
H -0.04737 1.25576 -1.66108 -0.16 -0.06 -0.80 0.491
```
Forces are in eV/Å.

The value obtained for the total energy is -13016.333 eV. The value obtained for the energy above the lowest of the compared OMol25 structures with the same formula, charge and spin is 670.4 kJ/mol. The calculation puts the HOMO-LUMO gap at 10.21 eV.

=====

Molecular formula: C20H14F4O2
Method: DFT, ωB97M-V/def2-TZVPD

Structure (XYZ):
```
40
Properties=species:S:1:pos:R:3:forces:R:3:mulliken_charge:R:1
F -0.25670 3.94090 -2.05739 0.02 -1.07 -0.39 -0.316
F 2.30406 0.54257 -4.14522 -0.88 0.32 0.43 -0.317
F -4.41814 -4.12088 -0.20640 0.90 0.51 -0.55 -0.318
F -0.70372 -5.05712 -2.98774 -0.62 0.81 0.41 -0.316
O 2.50249 2.29572 4.27169 -0.74 1.20 0.27 -0.459
O 0.15417 -0.97708 0.43631 -1.44 -2.00 -2.85 -0.484
C -0.48213 0.30945 -1.80820 0.42 -0.09 -0.50 0.622
C 1.90512 1.53913 3.30712 -0.95 -0.62 -1.22 0.740
C 0.17355 1.10250 1.63823 0.05 -1.17 -0.62 -0.069
C -1.62060 -1.97824 -1.23464 0.13 -0.97 -0.45 0.611
C -0.03596 2.61759 -2.33756 0.24 0.44 -0.31 0.384
C -0.83734 1.66403 -1.72794 -0.02 0.09 0.76 -0.450
C -0.98492 -2.85913 -2.13987 -0.09 0.04 0.65 -0.813
C 0.73381 1.91978 2.60849 0.64 0.32 0.76 -0.361
C -1.44671 -4.17072 -2.24783 0.17 -0.53 -0.26 0.380
C 0.49502 -0.07340 -2.74672 0.21 0.80 0.42 -0.890
C 2.49848 0.29345 2.96391 -0.37 1.08 0.41 -0.523
C 1.96898 -0.52375 1.97822 -1.31 0.28 -0.82 -0.713
C -3.27623 -3.70703 -0.84558 -0.29 -1.12 -0.35 0.356
C -2.84654 -2.40324 -0.69067 0.05 0.70 0.76 -0.649
C -2.58470 -4.66983 -1.61223 0.43 2.27 0.59 -0.768
C 1.03506 2.29041 -3.18200 -0.88 -0.50 0.91 -0.806
C 1.24516 0.93189 -3.36827 0.29 -0.61 -0.19 0.403
C 0.74232 -0.15611 1.29550 0.48 2.37 1.27 0.288
C 1.84649 3.56839 4.59918 0.18 -0.54 -0.20 -0.742
C -1.06059 -0.65248 -0.80938 1.14 0.56 1.58 -0.132
H 3.39190 0.02148 3.52382 -0.12 -0.12 -0.27 0.369
H -0.12111 -2.55299 -2.71861 -0.16 -0.50 0.35 0.306
H -0.74613 1.41950 1.11449 0.62 -0.14 0.44 0.121
H -1.69263 1.97124 -1.10612 0.67 -0.03 -0.21 0.523
H 0.79650 3.41241 4.96783 0.97 0.00 -0.27 0.303
H 2.47315 4.00488 5.40012 -0.44 -0.24 -0.52 0.228
H -1.75172 -0.15514 -0.13900 -0.25 0.09 -0.25 0.511
H 0.22488 2.86379 2.83347 0.31 -0.40 -0.09 0.294
H 1.81172 4.25801 3.71332 0.15 -0.67 0.71 0.303
H 1.68545 3.03832 -3.58854 0.14 0.18 -0.20 0.502
H -3.45099 -1.69275 -0.10051 0.41 -0.63 -0.16 0.404
H 0.73035 -1.11169 -2.92621 0.38 0.40 0.08 0.576
H 2.47335 -1.45328 1.72572 -0.23 0.10 0.01 0.380
H -2.87513 -5.69057 -1.65079 -0.22 -0.58 -0.13 0.522
```
Forces are in eV/Å.

Its structure (SMILES) is COc1ccc(OC(c2cc(F)cc(F)c2)c2cc(F)cc(F)c2)cc1. The value obtained for the total energy is -35929.380 eV. The calculation puts the HOMO-LUMO gap at 6.72 eV.

=====

Molecular formula: C9H10OS
Method: DFT, ωB97M-V/def2-TZVPD

Structure (XYZ):
```
21
Properties=species:S:1:pos:R:3:forces:R:3:mulliken_charge:R:1
S 2.32865 -0.80949 -0.41843 -1.29 0.42 -0.71 0.324
O 3.18444 -0.53968 0.73779 0.94 0.17 0.88 -0.616
C -0.21486 -2.08082 -0.29548 -0.49 -0.19 -0.11 -0.734
C -1.55105 -1.92628 -0.35822 0.52 -0.50 -0.09 -0.501
C -1.44984 0.45053 0.14561 -0.29 -0.32 -0.05 -0.980
C -0.02624 0.37225 0.44520 0.07 0.22 0.31 1.132
C 1.81890 0.85077 -1.07036 0.15 -0.42 0.14 -0.770
C 0.91030 1.47419 -0.01775 0.14 -0.02 0.13 -0.937
C -2.17039 -0.65489 -0.12024 -0.16 0.69 0.09 -0.497
C 0.61344 -1.02076 0.23458 0.59 0.09 -0.11 0.942
C 0.43224 -0.46306 1.60580 0.06 0.07 -0.01 -1.184
H 0.27544 -2.97265 -0.65481 -0.03 -0.18 -0.04 0.397
H 1.51936 1.84028 0.81149 -0.06 0.05 -0.05 0.333
H 1.28452 0.65416 -1.99855 -0.06 -0.01 -0.10 0.383
H -2.17717 -2.73264 -0.70910 0.00 -0.13 -0.04 0.370
H -1.90226 1.43120 0.12035 -0.11 0.09 0.00 0.383
H 2.71350 1.43629 -1.26856 0.13 -0.10 -0.07 0.476
H 1.34332 -0.16347 2.10519 0.09 0.10 -0.07 0.330
H -0.31295 -0.91959 2.24053 -0.12 -0.11 -0.09 0.317
H 0.35344 2.31483 -0.43508 0.01 0.00 0.01 0.454
H -3.23359 -0.57739 -0.29256 -0.10 0.08 -0.01 0.378
```
Forces are in eV/Å.

The value obtained for the total energy is -22375.886 eV. The value obtained for the energy above the lowest of the compared OMol25 structures with the same formula, charge and spin is 67.5 kJ/mol. The calculation puts the HOMO-LUMO gap at 9.12 eV.